(1)
Here is a molecular structure, C24H42AsN5NaO6Si3Te from the Open Molecules 2025 dataset. Energies are from wB97M-V/def2-TZVPD.

ΔE to the lowest compared entry with this formula, charge and spin = 93.75 kJ/mol
total energy = -5199.67216 hartree
E_LUMO = 1.96 eV
HOMO-LUMO gap = 7.0 eV

```
! wB97M-V def2-TZVPD RIJCOSX def2/J DEFGRID3
* xyz -1 1
Na 0.85361 1.26303 0.59146
O -0.94573 0.97029 4.13343
C -0.66880 0.95845 2.93982
O -0.42246 1.95210 2.18243
C -0.64148 -0.47858 2.22797
O -0.81894 -1.49733 2.91404
O -0.37710 -0.49036 0.98483
N 0.45880 -2.24770 -0.99916
N 1.06237 -2.74083 0.17705
C 1.84749 -1.88251 0.87793
N 1.82504 -2.08032 2.20310
N 2.51409 -0.96791 0.14243
N 3.02869 0.08755 0.79972
O 3.08003 1.13666 0.14364
O 3.39361 0.06657 1.97206
H -0.29559 -1.62436 -0.69482
H 0.08819 -3.04095 -1.50941
H 0.43168 -3.24040 0.79812
H 0.87902 -2.21716 2.58553
H 2.41287 -1.45588 2.73684
Te 0.10239 -1.04120 -4.09573
C -0.29768 -0.71267 -6.14846
C -0.62069 -1.78653 -6.97170
C -0.91386 -1.58479 -8.31521
C -0.86626 -0.30827 -8.85289
C -0.53083 0.76757 -8.04008
C -0.25793 0.56818 -6.69586
C 1.91941 0.02159 -4.11784
C 2.85491 -0.18972 -5.12749
C 4.04550 0.51875 -5.12373
C 4.32059 1.41826 -4.10089
C 3.39638 1.62081 -3.08948
C 2.18955 0.93356 -3.10437
H -0.63555 -2.78960 -6.56328
H -1.16794 -2.43032 -8.94198
H -1.08594 -0.14932 -9.90096
H -0.48952 1.76782 -8.45302
H -0.00338 1.41188 -6.06754
H 2.65070 -0.90223 -5.91722
H 4.76536 0.35643 -5.91657
H 5.25902 1.95797 -4.08884
H 3.60688 2.30275 -2.27682
H 1.45305 1.11468 -2.33310
C -0.77962 3.26494 -4.02880
Si -2.35798 2.80762 -3.11507
C -3.08421 1.22998 -3.85025
C -3.60432 4.18252 -3.44025
As -1.74812 2.35690 -0.90833
Si -1.26742 4.47385 0.05071
C -2.08630 4.77109 1.70137
C 0.59625 4.52552 0.26816
C -1.74060 5.90235 -1.08648
Si -3.75266 1.51052 0.02160
C -3.95252 1.89757 1.83538
C -5.28736 2.17409 -0.84569
C -3.66629 -0.33963 -0.25884
H -0.99567 3.51636 -5.07233
H -0.06656 2.43635 -4.01321
H -0.29174 4.12884 -3.57272
H -2.72065 1.09069 -4.87300
H -4.17420 1.29079 -3.89568
H -2.80810 0.34005 -3.28767
H -3.94033 4.05847 -4.47681
H -3.16013 5.17367 -3.35652
H -4.48432 4.13730 -2.80075
H -1.92758 3.92765 2.37058
H -3.15158 4.98509 1.59696
H -1.60988 5.65387 2.14231
H 0.89210 3.86893 1.08773
H 0.90105 5.54214 0.53478
H 1.13270 4.24678 -0.64219
H -2.81855 5.95662 -1.24174
H -1.25328 5.85594 -2.06169
H -1.42484 6.83325 -0.60372
H -4.29252 2.92328 1.98232
H -3.06904 1.73520 2.44416
H -4.74335 1.23560 2.20733
H -5.34722 3.26213 -0.78537
H -6.16634 1.76359 -0.33819
H -5.34138 1.88234 -1.89555
H -2.85314 -0.77779 0.32152
H -3.50332 -0.57564 -1.31267
H -4.61021 -0.80260 0.04604
*
```


(2)
Here is a single C20H21N3O3S molecule in a non-equilibrium geometry from the Open Molecules 2025 dataset. Energies are from wB97M-V/def2-TZVPD.

ΔE to the lowest compared entry with this formula, charge and spin = 149.06 kJ/mol
total energy = -1562.94227 hartree
E_LUMO = 0.26 eV
HOMO-LUMO gap = 8.3 eV

```
! wB97M-V def2-TZVPD RIJCOSX def2/J DEFGRID3
* xyz 0 1
C -6.78509 -0.32229 0.12185
O -5.59771 -0.71287 0.76474
C -4.47208 0.02953 0.55660
C -3.31645 -0.42288 1.19160
C -2.12448 0.25275 1.03976
C -2.04845 1.39444 0.25161
C -0.73698 2.08633 0.00711
C -0.12898 1.62719 -1.32401
N 0.27728 0.22511 -1.26936
C -0.66637 -0.72001 -1.63736
O -1.63882 -0.40398 -2.27947
C -0.48505 -2.15123 -1.17423
C 0.85565 -2.53078 -0.56947
C 0.91283 -2.28009 0.94623
N 2.15326 -2.25770 1.46439
O -0.09091 -2.15899 1.60880
S 2.20597 -1.64260 -1.40605
C 1.56411 -0.02231 -0.88869
N 2.23993 0.84026 -0.27552
C 3.58170 0.75885 0.03022
C 3.98412 1.12638 1.31496
C 5.32070 1.08857 1.65601
C 6.27127 0.70453 0.72208
C 5.87759 0.36076 -0.56009
C 4.54088 0.38493 -0.91095
C -3.20354 1.84416 -0.36925
C -4.40742 1.17866 -0.22269
H -7.11360 0.67006 0.44916
H -7.53313 -1.05984 0.40936
H -6.67300 -0.32673 -0.96734
H -3.37086 -1.31406 1.79629
H -1.24381 -0.12512 1.53700
H -0.88375 3.16635 -0.04801
H -0.03003 1.87100 0.80922
H 0.75426 2.22156 -1.56285
H -0.87047 1.71098 -2.12146
H -1.25960 -2.30446 -0.41247
H -0.72841 -2.79045 -2.02541
H 1.05919 -3.59334 -0.73222
H 2.96984 -2.28351 0.87542
H 2.26600 -2.08974 2.44993
H 3.23338 1.42135 2.03206
H 5.62598 1.36475 2.65462
H 7.31646 0.68277 0.99153
H 6.61535 0.07213 -1.29408
H 4.23110 0.13800 -1.91621
H -3.16679 2.73075 -0.98652
H -5.28107 1.56085 -0.72685
*
```


(3)
Here is a molecular structure, C42H50As2Br2GeN2OPSeSn from the Open Molecules 2025 dataset. Energies are from wB97M-V/def2-TZVPD.

ΔE to the lowest compared entry with this formula, charge and spin = 0.00 kJ/mol
total energy = -16467.88421 hartree
E_LUMO (spin up / spin down) = -9.96 / -10.23 eV
HOMO-LUMO gap (spin up / spin down) = 5.2 / 4.5 eV

```
! wB97M-V def2-TZVPD RIJCOSX def2/J DEFGRID3
* xyz 3 1
Sn -0.22880 -0.13396 -0.01990
N 0.66516 -0.89788 2.37743
C 1.22935 -2.24068 2.45172
C 1.84044 -2.64781 3.63042
C 2.31140 -3.94306 3.77051
C 2.16516 -4.84990 2.73025
C 1.56692 -4.44954 1.54939
C 1.10722 -3.13896 1.38296
P 0.32417 -2.68418 -0.18319
C -1.29036 -3.51746 -0.17309
C -1.94683 -3.78165 1.02843
C -3.21982 -4.34369 1.02142
C -3.83827 -4.64672 -0.18351
C -3.18652 -4.38561 -1.38585
C -1.92010 -3.81948 -1.38362
C 1.17344 -3.39680 -1.61281
C 1.15466 -4.78603 -1.77577
C 1.76510 -5.36404 -2.87612
C 2.36888 -4.56596 -3.84124
C 2.35264 -3.18470 -3.70880
C 1.75801 -2.59767 -2.59855
H 1.40871 -0.20628 2.45250
H 0.07088 -0.74595 3.18965
H 1.93881 -1.94479 4.45071
H 2.78233 -4.24695 4.69711
H 2.51657 -5.86773 2.83880
H 1.47161 -5.16425 0.74156
H -1.45378 -3.57954 1.97415
H -3.71444 -4.57479 1.95759
H -4.81919 -5.10799 -0.18746
H -3.65778 -4.64895 -2.32603
H -1.40668 -3.64498 -2.32390
H 0.64570 -5.42347 -1.06339
H 1.75765 -6.44208 -2.98741
H 2.84068 -5.02511 -4.70182
H 2.80102 -2.55625 -4.47039
H 1.74381 -1.52086 -2.51584
C 2.51077 3.76836 0.64154
As 1.60149 2.33923 -0.30696
C 0.25819 3.35835 -1.27674
C 2.89841 1.88966 -1.67887
C 3.13873 2.79351 -2.71267
C 4.07236 2.50107 -3.69768
C 4.76681 1.29997 -3.65461
C 4.55042 0.40539 -2.61234
C 3.62916 0.69496 -1.60651
As 3.37435 -0.51993 -0.10368
C 4.85185 -1.75967 -0.32971
C 4.16933 0.52584 1.35279
H 2.75244 4.54152 -0.08674
H 3.42669 3.39834 1.09369
H 1.86262 4.17989 1.41191
H 0.70383 4.22167 -1.76579
H -0.49338 3.70993 -0.57150
H -0.21705 2.72948 -2.02903
H 2.60254 3.73350 -2.76015
H 4.26116 3.21297 -4.49022
H 5.49782 1.06930 -4.42042
H 5.12244 -0.51344 -2.57847
H 4.72685 -2.38024 -1.21267
H 4.86518 -2.40313 0.54911
H 5.79154 -1.21347 -0.38645
H 5.06424 1.03190 0.99768
H 4.45103 -0.16107 2.15076
H 3.47807 1.26690 1.75162
Br 1.20790 0.52071 -5.00127
C -0.49165 0.00879 -4.46843
C -1.49597 -0.18933 -5.39060
C -2.77421 -0.55467 -4.97324
Br -4.06916 -0.79867 -6.26017
C -3.10196 -0.73804 -3.57390
C -4.37228 -1.09008 -3.08829
C -4.56325 -1.22723 -1.73432
C -3.48814 -1.00409 -0.87268
N -2.28293 -0.67767 -1.31383
C -2.08955 -0.55033 -2.63707
C -0.73929 -0.17095 -3.05781
O 0.16086 -0.01254 -2.20293
H -1.28889 -0.05551 -6.44418
H -5.19141 -1.24728 -3.77987
H -5.52976 -1.50190 -1.33165
H -3.60835 -1.10658 0.19862
C -3.23334 4.87616 1.52242
Ge -2.98371 4.04850 3.26084
C -4.55015 3.07994 3.87062
C -2.19578 5.18081 4.61362
C -1.55629 2.64034 2.86896
Se -2.30913 1.14954 1.92269
C -2.49592 -0.14714 3.35858
H -4.14882 5.47078 1.51095
H -3.31659 4.11472 0.74319
H -2.39623 5.53842 1.29281
H -5.33609 3.79428 4.12714
H -4.32384 2.50037 4.76876
H -4.94069 2.41868 3.09529
H -2.92215 5.94565 4.89940
H -1.30142 5.67871 4.23808
H -1.94397 4.59925 5.50115
H -1.08535 2.28414 3.78580
H -0.80601 3.09678 2.22139
H -3.49482 -0.05879 3.77880
H -1.75248 0.05389 4.12731
H -2.36005 -1.14483 2.94449
*
```


(4)
Here is a single C21H22N2O3S molecule in a non-equilibrium geometry from the Open Molecules 2025 dataset. Energies are from wB97M-V/def2-TZVPD.

ΔE to the lowest compared entry with this formula, charge and spin = 192.82 kJ/mol
total energy = -1546.81996 hartree
E_LUMO = 0.62 eV
HOMO-LUMO gap = 8.9 eV

```
! wB97M-V def2-TZVPD RIJCOSX def2/J DEFGRID3
* xyz 0 1
C 4.84592 -3.11117 -2.31342
S 4.21069 -1.48584 -1.81464
C 2.69263 -1.33832 -2.70889
C 2.10573 -2.38280 -3.40896
C 0.92868 -2.18216 -4.10886
C 0.32530 -0.93814 -4.12454
C 0.89587 0.10615 -3.41729
C 2.06950 -0.08320 -2.70456
O 2.63024 0.99163 -2.04053
C 2.45870 0.99919 -0.63321
C 1.01764 1.06408 -0.24669
C 0.00749 0.14539 -0.32718
C -1.12182 0.84747 0.15880
C -2.49435 0.31788 0.35858
O -2.81760 -0.80850 0.03751
N -3.31510 1.21965 0.92937
C -4.63392 0.89552 1.41138
C -4.75837 1.11548 2.91949
C -3.93666 0.11769 3.74412
C -2.45066 0.23010 3.53326
C -1.77567 1.40730 3.83584
C -0.40883 1.50864 3.65110
C 0.30888 0.42701 3.17013
C -0.35125 -0.75216 2.87195
C -1.71997 -0.84880 3.05254
N -0.78819 2.07361 0.48973
O 0.52587 2.21573 0.23797
H 4.91702 -3.16337 -3.39571
H 4.21544 -3.90234 -1.91817
H 5.83638 -3.17886 -1.87403
H 2.55980 -3.36055 -3.41543
H 0.48708 -3.00796 -4.64584
H -0.58923 -0.78113 -4.67447
H 0.44440 1.08634 -3.41175
H 2.91877 0.11075 -0.18011
H 2.97299 1.89755 -0.28669
H 0.03812 -0.86743 -0.66577
H -2.91397 2.11111 1.18123
H -4.81188 -0.15168 1.15488
H -5.37302 1.51620 0.89092
H -4.44871 2.13601 3.15445
H -5.81001 1.01400 3.19459
H -4.25887 -0.89526 3.49597
H -4.15500 0.28900 4.80257
H -2.32314 2.25358 4.22663
H 0.09871 2.43287 3.88482
H 1.37724 0.50435 3.02654
H 0.20038 -1.60099 2.49474
H -2.22605 -1.77115 2.80801
*
```


(5)
Here is a molecular structure, C34H37MoN7O5S2 from the Open Molecules 2025 dataset. Energies are from wB97M-V/def2-TZVPD.

<S²> = 2.025
ΔE to the lowest compared entry with this formula, charge and spin = 157.38 kJ/mol
total energy = -2941.46524 hartree
E_LUMO (spin up / spin down) = -6.40 / -6.08 eV
HOMO-LUMO gap (spin up / spin down) = 6.4 / 6.7 eV

```
! wB97M-V def2-TZVPD RIJCOSX def2/J DEFGRID3
* xyz 2 3
Mo -0.18730 -0.07001 0.40948
C 0.87666 3.49887 2.85235
C 1.12399 2.25866 2.04728
N 0.10055 1.64317 1.54750
N -1.14611 2.25321 1.79419
C -1.79956 2.33990 0.68950
S -1.17184 1.72463 -0.84806
S -3.40225 3.04642 0.78486
C -3.28901 4.19936 -0.62641
C -2.31877 5.31195 -0.36479
C -0.99489 5.20344 -0.77601
C -0.08924 6.21612 -0.49626
C -0.50045 7.34482 0.19653
C -1.82292 7.46262 0.60056
C -2.72675 6.45109 0.32006
C 2.48306 1.78811 1.76505
C 3.61295 2.43602 2.29734
C 4.88964 2.02608 1.97297
C 5.08407 0.96072 1.09872
C 4.00066 0.29805 0.55556
C 2.71607 0.71378 0.89293
O 1.69359 0.01114 0.35282
H 0.55470 4.30031 2.18168
H 1.75295 3.82821 3.39394
H 0.05232 3.33863 3.54495
H -4.31004 4.56958 -0.72950
H -3.04875 3.64566 -1.53455
H -0.67312 4.33682 -1.34227
H 0.93308 6.13382 -0.83938
H 0.20155 8.13889 0.40508
H -2.15268 8.34632 1.12690
H -3.75642 6.54744 0.63740
H 3.50270 3.27340 2.96486
H 5.73905 2.54231 2.39462
H 6.08678 0.65088 0.84173
H 4.12552 -0.53030 -0.12647
O -3.67199 -2.28728 0.63698
C -3.01956 -1.58215 -0.10581
O -2.00337 -0.86414 0.22693
C -3.37842 -1.46646 -1.58425
N -4.62999 -2.30534 -1.75919
C -4.31175 -3.43883 -2.71128
C -2.80340 -3.55975 -2.61092
C -2.35216 -2.10530 -2.52020
H -3.60055 -0.42176 -1.81037
H -5.42850 -1.75226 -2.06808
H -4.83430 -2.66459 -0.80222
H -4.62370 -3.11679 -3.70398
H -4.88835 -4.31126 -2.41390
H -2.39198 -4.07694 -3.47406
H -2.51795 -4.11308 -1.71565
H -2.39253 -1.62602 -3.49935
H -1.33470 -2.00071 -2.13440
C -0.23942 -4.58800 0.88527
C -0.50312 -3.23917 0.98225
N 0.27214 -2.32235 0.37223
C 1.29469 -2.73560 -0.37855
C 1.57921 -4.07857 -0.59940
C 0.81590 -5.01142 0.08943
C 2.67358 -4.51428 -1.47930
C 3.11362 -3.99084 -2.62727
C 2.59583 -2.87813 -3.44986
C 3.37363 -2.40957 -4.50134
C 2.85707 -1.38223 -5.27240
N 1.65932 -0.85755 -5.03874
C 0.99248 -1.38767 -4.02579
N 1.37895 -2.36316 -3.21622
H -0.85703 -5.29340 1.41939
H -1.33271 -2.85614 1.56226
H 1.90383 -1.96287 -0.82241
H 1.03600 -6.06614 -0.01013
H 3.18080 -5.41070 -1.14126
H 3.97166 -4.48360 -3.06825
H 4.34381 -2.83200 -4.71348
H 3.41823 -0.96818 -6.10009
H 0.01029 -0.96637 -3.84053
N 0.90551 -1.42553 5.79719
C 0.87172 -0.70212 4.53938
C -0.26040 -1.22919 3.68198
O -0.84969 -2.30180 4.14133
O -0.61490 -0.70986 2.63504
H 0.47814 -0.90649 6.55390
H 1.83896 -1.68864 6.08021
H -0.39578 -2.50360 5.00503
H 1.79283 -0.86263 3.97075
H 0.73826 0.38029 4.63398
*
```